Formula: C46H129N3O34
Source: the Open Molecules 2025 dataset
Level of theory: wB97M-V/def2-TZVPD

Properties
HOMO level: -9.062 eV

Element x y z (Å)
C 1.01622 -6.02606 -3.86304
C 0.52497 -5.73907 -5.27259
O -0.19103 -6.83537 -5.76280
O 2.02838 -5.08678 -3.47545
H 1.31917 -7.06783 -3.77331
H 0.17299 -5.75850 -3.21538
H 1.41057 -5.56721 -5.90030
H 0.02128 -4.76797 -5.26709
H -1.12184 -6.62695 -5.88906
H 2.51194 -5.44812 -2.72717
C -4.09263 3.68393 0.59659
C -3.54754 4.56205 1.77281
O -2.23044 4.12294 2.11449
O -3.37583 4.18311 -0.52842
H -5.16880 3.82751 0.47906
H -3.82891 2.67585 0.92668
H -4.25025 4.52299 2.60717
H -3.42646 5.60866 1.49149
H -1.66436 4.49449 1.40982
H -3.35555 3.44303 -1.18420
C 1.81157 4.76453 2.88488
C 2.71937 4.80911 4.08419
O 3.67458 5.87177 4.07608
O 2.51875 4.38821 1.73054
H 1.33277 5.75007 2.81388
H 0.98927 4.07789 3.11703
H 3.21857 3.85897 4.28005
H 2.14622 5.07507 4.98331
H 3.37672 6.63206 3.57221
H 1.92864 4.29288 0.95895
C 3.15200 -2.55676 -5.94251
C 1.75291 -1.99954 -6.08814
O 1.66855 -0.71676 -5.48272
O 3.49263 -2.90409 -4.60514
H 3.94017 -1.93498 -6.36117
H 3.16722 -3.48053 -6.53613
H 1.08601 -2.71505 -5.59575
H 1.53407 -1.92922 -7.16022
H 0.71842 -0.59827 -5.33677
H 3.05266 -3.73001 -4.34903
C -5.81478 -2.51802 -0.80566
C -4.61616 -3.47605 -0.80165
O -4.65859 -4.45135 -1.85300
O -5.58953 -1.58347 0.23412
H -6.72840 -3.08809 -0.61881
H -5.83239 -1.97515 -1.75004
H -4.56573 -4.05055 0.12842
H -3.65089 -2.95870 -0.81404
H -4.52371 -5.33348 -1.50525
H -5.38442 -2.14422 1.02039
C 5.36554 3.23310 -0.69709
C 5.91075 4.63704 -0.57745
O 7.34661 4.59634 -0.80907
O 5.40016 2.84782 -2.06662
H 4.31415 3.31463 -0.39286
H 5.93761 2.51188 -0.10832
H 5.84636 5.00491 0.44791
H 5.40810 5.38056 -1.19675
H 7.39364 4.28613 -1.72411
H 4.82142 2.07890 -2.20135
C 1.57299 2.25282 -2.36448
C 2.15613 3.03305 -1.21390
O 1.44190 4.19925 -0.83968
O 1.77481 2.98577 -3.55853
H 0.49073 2.17990 -2.19120
H 1.98956 1.24330 -2.36617
H 3.19412 3.29268 -1.44383
H 2.24347 2.37068 -0.34988
H 1.59158 4.90644 -1.47657
H 1.33031 2.53774 -4.28529
C 2.91031 -0.20178 -1.93557
C 3.05107 -1.68074 -2.24969
O 4.06896 -2.33553 -1.47793
O 3.87218 0.62609 -2.58015
H 2.90145 -0.02242 -0.86352
H 1.93682 0.03264 -2.38594
H 3.18277 -1.76466 -3.33444
H 2.13232 -2.17898 -1.94050
H 4.90209 -1.91934 -1.73146
H 3.90953 0.42401 -3.52357
C -2.93783 -3.83751 -5.35579
C -3.70557 -3.03797 -4.32098
O -5.11788 -3.20383 -4.26993
O -3.00602 -5.21355 -4.93702
H -1.88449 -3.55208 -5.32825
H -3.32857 -3.77403 -6.37232
H -3.62529 -1.97193 -4.57368
H -3.26094 -3.14636 -3.33041
H -5.21631 -3.71182 -3.45279
H -3.61335 -5.67330 -5.52149
C -1.44450 6.77384 -0.93841
C -0.57374 6.67032 0.31509
O -0.59715 5.35152 0.85797
O -2.80786 6.89067 -0.60391
H -1.30077 5.92849 -1.62562
H -1.23591 7.64861 -1.56117
H -0.96523 7.43600 0.98832
H 0.45554 7.00286 0.12948
H -0.05426 4.86173 0.22292
H -3.18842 6.01657 -0.41975
C -1.54437 0.44562 -4.39891
C -1.53509 1.80667 -5.09333
O -0.22859 2.15625 -5.54983
O -1.22306 -0.62390 -5.26567
H -2.58714 0.38520 -4.06020
H -0.89113 0.44544 -3.52972
H -1.90935 2.58450 -4.42322
H -2.23178 1.92088 -5.93327
H -0.10608 1.77228 -6.42244
H -1.81120 -0.59423 -6.02807
C 1.28657 -2.47703 2.45582
C 2.24789 -2.25997 1.31408
O 2.39229 -3.51178 0.61010
O 0.07421 -3.09228 2.02685
H 1.14213 -1.50518 2.93846
H 1.72887 -3.02707 3.29136
H 3.23861 -1.95496 1.66681
H 1.91666 -1.57691 0.52464
H 2.84285 -3.31204 -0.22066
H 0.40084 -3.87199 1.55611
C 0.18203 3.70849 4.73270
C -1.21384 3.64996 5.36980
O -2.04909 4.70293 4.97354
O 0.91768 2.56800 5.12037
H 0.66705 4.60326 5.12213
H 0.04245 3.79706 3.65139
H -1.20534 3.48501 6.44850
H -1.59924 2.65589 5.08145
H -2.10456 4.69326 4.00564
H 0.44788 1.77130 4.85470
C -4.25676 1.00671 -1.97082
C -5.41554 1.54622 -2.77137
O -6.14831 2.54774 -2.07313
O -3.14942 1.89203 -2.01151
H -3.89358 0.02279 -2.31406
H -4.45530 0.79263 -0.90855
H -6.07562 0.69174 -2.95417
H -5.04221 2.02783 -3.67234
H -6.47865 2.16002 -1.25569
H -2.43131 1.47669 -1.50051
C -3.06315 0.44365 4.52814
O -3.83999 -0.69440 4.23524
C -3.49136 -1.31107 3.01405
C -4.04378 -2.72529 3.08320
N -5.49905 -2.80376 2.79562
C -5.90619 -4.21612 2.76348
C -7.41373 -4.32738 2.79129
O -7.91410 -3.98750 4.07594
C -9.27133 -4.29161 4.21440
H -3.22196 0.80783 5.54037
H -3.45190 1.25195 3.89042
H -1.99559 0.39091 4.29545
H -2.41125 -1.38890 2.84560
H -3.92656 -0.72743 2.19468
H -3.74630 -3.15387 4.04590
H -3.60615 -3.41025 2.34889
H -5.95199 -2.45355 3.63879
H -5.55791 -4.79287 3.63065
H -5.50958 -4.74842 1.89738
H -7.71812 -5.35812 2.57324
H -7.90696 -3.65510 2.07881
H -9.50068 -5.28104 3.80122
H -9.90903 -3.61467 3.62201
H -9.58260 -4.13841 5.24451
C 6.11268 -4.63295 6.10721
O 6.30205 -3.43430 5.37788
C 6.53081 -2.33165 6.23493
C 7.24078 -1.23236 5.46761
N 6.20434 -0.54266 4.65291
C 6.85670 0.47571 3.81380
C 5.87144 1.05770 2.80054
O 5.37074 0.02477 1.94646
C 6.35084 -0.41653 1.02960
H 7.07571 -5.07350 6.39037
H 5.67897 -5.36355 5.42716
H 5.54129 -4.56572 7.03342
H 7.19221 -2.60050 7.06921
H 5.57673 -1.95074 6.60897
H 8.02090 -1.75540 4.90414
H 7.56067 -0.43873 6.14282
H 5.90850 -1.24375 3.97200
H 7.73615 0.05311 3.31249
H 7.20440 1.32119 4.41420
H 6.22943 1.96734 2.31587
H 5.02876 1.31478 3.44874
H 5.87834 -1.06524 0.29217
H 7.11368 -1.04032 1.50559
H 6.82535 0.41474 0.50164
C 2.56303 1.56773 1.60609
O 1.47096 1.84727 0.75600
C 0.23417 1.53225 1.33158
C -0.85385 1.64848 0.25245
N -0.92496 0.61379 -0.75475
C -1.12998 -0.74932 -0.26445
C -1.26691 -1.78600 -1.36963
O -0.21674 -1.54069 -2.27283
C -0.18797 -2.40562 -3.37875
H 2.30751 1.78404 2.64932
H 3.38162 2.20386 1.26611
H 2.96998 0.55118 1.61293
H -0.07871 2.19517 2.15338
H 0.22178 0.56307 1.84864
H -0.65010 2.63480 -0.17572
H -1.82570 1.79179 0.73080
H -0.10997 0.56845 -1.35542
H -1.97547 -0.80834 0.43136
H -0.35132 -1.07884 0.43628
H -2.23025 -1.57713 -1.86810
H -1.40672 -2.82212 -1.04596
H -0.94137 -2.09630 -4.11607
H -0.32609 -3.46464 -3.13724
H 0.75607 -2.34541 -3.92359